(1)
C36H45N5O2PS5SbTl as an isolated structure. Source: the Open Molecules 2025 dataset; level of theory: the ωB97M-V functional and the def2-TZVPD basis.

Computed properties:
- LUMO energy: 0.0867 Eh
- Orbital gap: 0.2396 hartree
- Energy relative to the best compared isomer or geometry (same formula, charge and spin): 0.0604 eV

Structure (ORCA input):
```
! RIJCOSX wB97M-V def2-TZVPD def2/J DEFGRID3
* xyz -1 1
Tl 0.88429 0.75137 0.36234
O 1.89308 3.37896 0.47170
C 3.27670 3.43484 0.23382
C 3.73226 2.68173 -0.99760
C 4.75444 3.17779 -1.79848
C 5.16630 2.44236 -2.89675
C 4.53767 1.23819 -3.17026
C 3.52346 0.82617 -2.32086
N 3.13316 1.52356 -1.26062
H 1.38179 3.54728 -0.37024
H 3.77107 2.98723 1.10347
H 3.62497 4.47304 0.15625
H 5.21099 4.13037 -1.56148
H 5.96091 2.80753 -3.53540
H 4.81794 0.63254 -4.02104
H 2.99742 -0.10703 -2.49794
O 0.51358 3.39113 -1.74993
C 0.21297 2.18615 -1.76446
C -0.15665 1.64763 -3.13276
C 0.36549 2.24959 -4.27646
C 0.12635 1.71615 -5.53084
C -0.66057 0.57629 -5.65270
C -1.19383 -0.02520 -4.52235
C -0.93199 0.49168 -3.25306
P -1.54577 -0.27902 -1.70733
C -3.04511 0.69903 -1.34077
C -3.53121 1.71816 -2.15230
C -4.67117 2.42269 -1.78708
C -5.33870 2.11120 -0.61201
C -4.85733 1.09765 0.20668
C -3.71422 0.40262 -0.15250
C -2.28275 -1.83559 -2.35894
C -1.41408 -2.91133 -2.55048
C -1.87732 -4.12940 -3.02118
C -3.22939 -4.29913 -3.29019
C -4.10565 -3.24252 -3.09221
C -3.63577 -2.01806 -2.63380
H 0.96600 3.14208 -4.14565
H 0.54738 2.18204 -6.41408
H -0.85680 0.15129 -6.62975
H -1.81152 -0.90786 -4.63116
H -3.01381 1.97303 -3.06846
H -5.03283 3.22195 -2.42212
H -6.22406 2.66553 -0.32641
H -5.35435 0.86479 1.13978
H -3.31939 -0.36039 0.50906
H -0.36059 -2.79147 -2.31930
H -1.18645 -4.95173 -3.15993
H -3.59717 -5.25468 -3.64249
H -5.16229 -3.36773 -3.29509
H -4.32886 -1.19921 -2.48584
S 4.32707 -4.02780 2.51083
Sb 5.18568 -2.04559 3.16014
S 4.15275 -0.33227 1.59084
S 3.89496 0.72695 3.36801
S 3.39142 -0.90061 4.58353
C -0.32703 -0.12033 3.88499
N -0.01488 1.29204 4.03527
C 0.52204 1.64109 5.34200
C -0.53250 2.21427 3.19501
S -1.75932 1.83389 2.09469
N -0.01310 3.47004 3.27306
C 1.40910 3.69003 3.53036
C -0.65214 4.55624 2.54842
H 0.46750 -0.68642 4.37006
H -0.35585 -0.40913 2.83854
H -1.29335 -0.35669 4.34559
H 0.04123 1.00479 6.08829
H 0.29789 2.67771 5.57980
H 1.60013 1.47443 5.39990
H 1.95001 2.74678 3.51901
H 1.57736 4.19634 4.48529
H 1.80744 4.30259 2.72292
H -1.73196 4.49151 2.64679
H -0.39651 4.52882 1.48644
H -0.30082 5.49520 2.97935
C 0.47859 -3.29991 2.82222
C 0.51128 -4.82653 2.54259
N 0.12159 -5.09884 1.15293
C 1.04970 -4.39080 0.26450
C 1.00286 -2.86579 0.54533
N 0.04755 -2.58258 1.61893
C -1.27708 -3.05873 1.22774
C -1.22947 -4.58117 0.93123
H 1.46866 -2.93324 3.10068
H -0.21661 -3.05698 3.63132
H -0.17695 -5.36984 3.19628
H 1.51603 -5.22078 2.70140
H 0.76999 -4.62078 -0.76818
H 2.05403 -4.78035 0.44120
H 0.69035 -2.29892 -0.33810
H 1.98146 -2.49451 0.85664
H -1.59957 -2.49424 0.35058
H -1.97100 -2.83093 2.04209
H -1.50978 -4.78731 -0.10558
H -1.91734 -5.13498 1.57627
*
```

(2)
A 9-piece molecular cluster, C36H45N9 overall. Source: the Open Molecules 2025 dataset; level of theory: the ωB97M-V functional and the def2-TZVPD basis.

Computed properties:
- LUMO energy: 0.0138 Eh
- Orbital gap: 0.2915 hartree
- SMILES: c1cc[nH]c1.c1cc[nH]c1.c1cc[nH]c1.c1cc[nH]c1.c1cc[nH]c1.c1cc[nH]c1.c1cc[nH]c1.c1cc[nH]c1.c1cc[nH]c1
- Energy relative to the best compared isomer or geometry (same formula, charge and spin): 18.5465 eV

Structure (ORCA input):
```
! RIJCOSX wB97M-V def2-TZVPD def2/J DEFGRID3
* xyz 0 1
N 2.85650 -5.09645 -0.69796
C 2.95224 -3.84472 -1.29517
C 1.50003 -3.61694 -1.91610
C 0.78650 -4.97560 -1.94762
C 1.78528 -5.85072 -1.17956
H 3.52930 -5.61801 -0.24989
H 3.88152 -3.27696 -0.95374
H 1.44926 -2.60061 -2.32137
H -0.18912 -5.31570 -2.27080
H 1.49857 -6.83561 -0.77197
N 4.12152 -3.09348 3.21704
C 4.36243 -2.58888 1.91574
C 5.76671 -2.73934 1.63900
C 6.38533 -3.28331 2.80165
C 5.28502 -3.52888 3.89170
H 3.28799 -3.21225 3.66919
H 3.59250 -2.39533 1.29095
H 6.13730 -2.23715 0.76196
H 7.44859 -3.30116 2.96243
H 5.10739 -4.26598 4.71575
N -0.51477 0.86558 -1.15257
C 0.15941 1.99572 -0.83989
C 1.46835 1.57710 -0.28587
C 1.55813 0.05737 -0.50087
C 0.13797 -0.32649 -0.94694
H -1.43029 0.64392 -1.47299
H -0.07597 2.93824 -1.07854
H 2.09986 2.30357 0.10708
H 2.55410 -0.41804 -0.27881
H -0.31011 -1.23656 -1.37384
N -1.15282 1.31411 3.81497
C -2.22940 0.70465 4.30432
C -2.53494 -0.49482 3.46499
C -1.66549 -0.30992 2.23394
C -0.71138 0.88498 2.56015
H -0.54250 2.20650 4.14695
H -2.70964 1.02599 5.11203
H -3.25977 -1.21554 3.46052
H -1.55812 -0.96943 1.30200
H 0.02722 1.40632 2.02159
N 0.62949 -4.80734 1.56176
C -0.03103 -3.52464 1.63033
C -1.09958 -3.74872 2.70401
C -1.19980 -5.17499 3.06849
C 0.03169 -5.72181 2.44071
H 1.30671 -5.14849 0.99005
H 0.38818 -2.72440 0.90776
H -1.85578 -2.99326 2.99505
H -1.87734 -5.70934 3.75009
H 0.33803 -6.62422 2.25031
N -3.45187 0.68031 -1.28318
C -3.43869 -0.72024 -1.13724
C -3.12964 -1.24114 -2.53916
C -3.16596 0.01324 -3.45887
C -3.44281 1.21141 -2.55797
H -3.45551 1.35099 -0.43319
H -3.54998 -1.16746 -0.02947
H -2.90866 -2.29724 -2.95025
H -2.76230 0.10051 -4.44382
H -3.43767 2.23662 -2.56241
N -0.10904 6.29366 -1.18018
C -0.62580 7.08046 -0.13208
C -0.16462 6.56594 1.21823
C 0.83779 5.41095 0.89435
C 0.92815 5.34070 -0.58482
H -0.35199 6.49072 -2.36280
H -1.37880 8.04919 -0.23047
H -0.50366 6.92278 2.22193
H 1.40142 4.75424 1.50500
H 1.51024 4.86202 -1.38635
N -3.31180 2.51568 1.55736
C -2.61571 3.44531 0.89100
C -3.69558 4.31335 0.27657
C -5.04590 3.69865 0.63444
C -4.68271 2.42261 1.57350
H -2.80080 1.80842 1.95190
H -1.57029 3.71062 0.89568
H -3.64451 5.15156 -0.40062
H -6.06253 4.01456 0.30549
H -5.28002 1.74790 1.93012
N 0.69457 1.36381 -3.89927
C 0.05338 1.32993 -5.13451
C 1.10453 1.70452 -6.15329
C 2.29484 1.95323 -5.37922
C 2.00506 1.81075 -3.94553
H 0.23183 1.08630 -2.95669
H -1.02310 1.19478 -5.09492
H 1.14109 1.50406 -7.16412
H 3.26584 2.24650 -5.71533
H 2.65591 1.94084 -2.89781
*
```

(3)
C36H45N9O3PbS3 as an isolated structure. Source: the Open Molecules 2025 dataset; level of theory: the ωB97M-V functional and the def2-TZVPD basis.

Computed properties:
- LUMO energy: -0.1934 Eh
- Orbital gap: 0.2783 hartree

Structure (ORCA input):
```
! RIJCOSX wB97M-V def2-TZVPD def2/J DEFGRID3
* xyz 2 1
Pb -1.84612 -0.18470 0.38866
C -2.00963 -3.00944 3.97279
O -1.39462 -4.00945 3.15390
C -0.09007 -3.89269 2.85121
C 0.62828 -5.03791 2.54882
C 1.98254 -5.01769 2.18859
C 2.69651 -3.84473 2.11492
C 1.99346 -2.67386 2.40726
C 2.31190 -1.29500 2.38565
N 1.24326 -0.60692 2.67789
N 1.18557 0.73733 2.83833
C 0.04816 1.34955 2.60451
O -1.07485 0.78759 2.32795
C 0.08849 2.83253 2.67904
C -1.09088 3.54798 2.48323
C -1.07496 4.93397 2.50620
C 0.11916 5.61024 2.71923
C 1.29647 4.89907 2.91813
C 1.28444 3.51482 2.90102
C 0.64621 -2.70800 2.76160
O 0.16698 -1.43424 2.93984
H -2.98860 -3.40512 4.22352
H -1.42932 -2.85402 4.88377
H -2.13512 -2.07002 3.43497
H 0.09687 -5.97919 2.60848
H 2.47100 -5.95816 1.97390
H 3.74097 -3.82568 1.83957
H 3.23007 -0.76911 2.18039
H -2.01970 3.01424 2.32164
H -1.99551 5.48895 2.37421
H 0.13058 6.69235 2.74517
H 2.22439 5.42706 3.09392
H 2.19623 2.95569 3.05689
N -0.82066 4.07479 -0.92830
C 0.51668 3.76063 -0.75061
C 1.66837 4.53652 -0.78249
C 2.86089 3.87342 -0.57544
C 2.90338 2.48884 -0.34794
C 1.75445 1.72427 -0.31178
C 0.54068 2.38350 -0.51389
N -0.76610 1.89261 -0.55245
C -1.53326 2.93775 -0.79452
C -2.98636 2.83615 -0.90734
C -3.89031 3.82314 -1.14918
S -5.46403 3.16636 -1.18571
C -4.82386 1.62066 -0.86673
N -3.52878 1.58162 -0.75209
H -1.19479 4.99122 -1.10842
H 1.63864 5.60300 -0.96110
H 3.78691 4.43205 -0.59327
H 3.86518 2.01523 -0.20059
H 1.78364 0.65553 -0.13345
H -3.72220 4.87646 -1.30915
H -5.45936 0.75353 -0.75610
C 2.32010 -5.04865 -5.04197
C 2.79280 -4.28652 -3.80909
C 1.93087 -4.51590 -2.56953
C 0.47373 -4.09966 -2.73087
N 0.32374 -2.69540 -3.12653
C 0.33401 -1.65680 -2.29906
S 0.46471 -1.86727 -0.59726
N 0.22975 -0.42470 -2.81173
C 0.23372 -0.07829 -4.23080
C 1.62289 -0.11260 -4.85929
C 2.60143 0.84422 -4.18748
C 3.96602 0.84145 -4.86429
H 3.00780 -4.91157 -5.87567
H 1.33412 -4.72059 -5.38199
H 2.25436 -6.11920 -4.83905
H 2.84109 -3.21382 -4.02879
H 3.81760 -4.57788 -3.57217
H 2.35349 -3.97925 -1.71620
H 1.93624 -5.57825 -2.30859
H -0.06991 -4.24462 -1.80007
H -0.02227 -4.68961 -3.50043
H 0.37477 -2.50181 -4.11483
H 0.32685 0.32195 -2.14511
H -0.17640 0.93021 -4.29952
H -0.46849 -0.72772 -4.75992
H 1.52015 0.14087 -5.91773
H 2.03148 -1.12859 -4.82827
H 2.71504 0.56892 -3.13371
H 2.18022 1.85577 -4.19980
H 4.41465 -0.15350 -4.83590
H 4.65428 1.53063 -4.37576
H 3.88491 1.13828 -5.91102
C -5.83363 0.79112 5.49411
N -5.64864 0.22658 4.16684
C -4.49019 0.18286 3.51447
N -3.41730 0.72135 4.10136
S -4.41188 -0.58995 1.99143
H -6.87917 0.69274 5.76825
H -5.58271 1.85345 5.50693
H -5.23251 0.26335 6.23704
H -6.41825 -0.24366 3.72069
H -3.49803 1.22716 4.96798
H -2.55269 0.79214 3.57867
*
```

(4)
C36H46Br2CaN8Se as an isolated structure. Source: the Open Molecules 2025 dataset; level of theory: the ωB97M-V functional and the def2-TZVPD basis.

Computed properties:
- LUMO energy: -0.1982 Eh
- Orbital gap: 0.2683 hartree
- Energy relative to the best compared isomer or geometry (same formula, charge and spin): 0.0047 eV

Structure (ORCA input):
```
! RIJCOSX wB97M-V def2-TZVPD def2/J DEFGRID3
* xyz 2 1
Ca -0.28959 0.15970 -0.04814
C -1.13950 3.37731 -0.16726
C -2.18932 2.65637 -1.00153
N -2.51530 1.32308 -0.46971
C -3.35780 1.31049 0.72823
C -2.57963 1.35941 2.02977
C -3.16539 1.87540 3.17573
C -2.42083 1.92327 4.34188
C -1.10208 1.49789 4.32249
C -0.58043 0.99977 3.13995
C 0.86521 0.54796 3.06789
N 1.46145 0.66503 1.72922
C 2.01924 1.99286 1.40090
C 0.95188 3.02256 1.06717
N 0.15768 2.66652 -0.12998
N -1.32265 0.89632 2.02900
H -1.49796 3.46532 0.85948
H -1.03085 4.39909 -0.54303
H -1.83496 2.52763 -2.02798
H -3.07508 3.30154 -1.05074
H -2.97089 0.77843 -1.19350
H -3.95126 0.39146 0.71571
H -4.07904 2.13624 0.72366
H -4.18052 2.24774 3.14906
H -2.85325 2.31971 5.25073
H -0.48223 1.57176 5.20538
H 0.91129 -0.50499 3.36109
H 1.44120 1.10444 3.81589
H 2.21484 -0.00992 1.67203
H 2.69246 1.86264 0.54975
H 2.62196 2.38915 2.22666
H 1.42674 4.00313 0.96323
H 0.25974 3.10922 1.90533
H 0.68776 2.94503 -0.95090
Br 1.44781 -6.45843 2.04291
C 0.91966 -4.76497 1.44810
C -0.14716 -4.11153 2.04451
C -0.45661 -2.84843 1.57691
N 0.19381 -2.23951 0.58456
C 1.21750 -2.88142 -0.00095
C 1.61331 -4.14566 0.41993
C 1.92223 -2.18747 -1.12530
C 2.81480 -2.87701 -1.93468
C 3.42573 -2.21484 -2.98794
Br 4.60448 -3.13858 -4.10924
C 3.14387 -0.87703 -3.20708
C 2.24382 -0.27148 -2.35008
N 1.63876 -0.89300 -1.33883
H -0.70697 -4.56060 2.85181
H -1.27287 -2.29111 2.02702
H 2.46077 -4.65118 -0.01522
H 3.03174 -3.92230 -1.78223
H 3.59797 -0.32558 -4.01679
H 1.98653 0.77126 -2.50047
C -1.56676 -2.78109 -5.99445
C -1.96220 -4.04054 -5.23339
C -0.76482 -4.79770 -4.66242
C -0.10734 -4.09767 -3.47726
N -0.95261 -4.14016 -2.28597
C -1.70242 -3.13877 -1.77930
Se -1.70512 -1.38913 -2.39475
N -2.41634 -3.63442 -0.74386
C -3.39316 -2.92999 0.07593
C -4.82672 -3.33114 -0.26530
C -5.31852 -2.79018 -1.60595
C -5.59058 -1.29163 -1.58069
C -2.08922 -4.97427 -0.55798
C -2.49539 -5.89809 0.39412
C -1.92885 -7.15929 0.31864
C -0.99551 -7.48403 -0.67306
C -0.59384 -6.55880 -1.62077
C -1.16206 -5.29540 -1.54011
H -2.44147 -2.29548 -6.42474
H -0.88577 -3.02293 -6.81205
H -1.07901 -2.05204 -5.34552
H -2.50744 -4.71033 -5.90010
H -2.65792 -3.78670 -4.42588
H -0.00512 -4.92215 -5.43806
H -1.06425 -5.80316 -4.35700
H 0.08960 -3.04820 -3.69305
H 0.83751 -4.57845 -3.21668
H -3.22923 -1.86365 -0.08410
H -3.16813 -3.16485 1.12007
H -5.47779 -2.97110 0.53625
H -4.89398 -4.42159 -0.25119
H -6.23650 -3.31505 -1.87425
H -4.59253 -3.02396 -2.39065
H -6.32562 -1.04182 -0.81309
H -5.97694 -0.94593 -2.53827
H -4.67538 -0.72792 -1.38410
H -3.22686 -5.65705 1.15341
H -2.22159 -7.91448 1.03445
H -0.58243 -8.48239 -0.70056
H 0.12147 -6.81722 -2.38889
*
```

(5)
C36H46FeN2O4P as an isolated structure. Source: the Open Molecules 2025 dataset; level of theory: the ωB97M-V functional and the def2-TZVPD basis.

Computed properties:
- LUMO energy (alpha / beta): -0.1030 / -0.2106 Eh
- Orbital gap (alpha / beta): 0.1885 / 0.1703 hartree
- Energy relative to the best compared isomer or geometry (same formula, charge and spin): 0.9830 eV
- Expectation value of S²: 6.062

Structure (ORCA input):
```
! RIJCOSX wB97M-V def2-TZVPD def2/J DEFGRID3
* xyz 1 5
C -4.19833 -4.12292 2.52063
O -4.33167 -4.47235 1.13566
C -3.77858 -3.68546 0.15711
C -3.61571 -2.27246 0.17350
C -2.37977 -1.68327 -0.46090
C -1.33254 -2.75323 -0.70245
C -1.83907 -3.92912 -1.20149
C -3.21222 -4.32237 -1.02019
Fe -5.01224 -2.94050 -1.33953
C -5.44443 -1.38894 -2.00642
O -6.04250 -0.51707 -2.48457
C -6.48683 -2.95708 -0.44685
O -7.62520 -2.85530 -0.21542
C -5.82677 -3.82289 -2.62205
O -6.63541 -3.97305 -3.44735
H -5.12218 -4.43373 3.02037
H -3.38378 -4.73944 2.92589
H -4.00326 -3.05138 2.69928
H -4.16516 -1.66967 0.91678
H -2.70661 -1.29101 -1.46997
H -1.99776 -0.82300 0.10557
H -0.28515 -2.47666 -0.77357
H -1.21629 -4.63095 -1.76107
H -3.56618 -5.32492 -1.29283
C 5.67966 -4.13823 2.90826
C 5.22518 -3.38340 1.65813
C 5.23367 -4.32269 0.45101
C 6.11646 -2.16385 1.40288
C 7.46577 -2.38237 1.11028
C 8.33263 -1.30886 0.95885
C 7.89321 -0.02043 1.23351
C 6.54893 0.23046 1.51772
C 6.18489 1.66057 1.93789
C 6.73591 2.70759 0.96150
C 6.69038 1.96884 3.34825
C 5.63667 -0.84925 1.54203
N 4.26154 -0.64766 2.01118
P 2.96812 0.10290 1.13172
H 1.93154 -1.00191 1.07909
N 2.39245 0.73487 2.64129
C 1.31971 1.69940 2.80005
C 0.05573 1.25418 3.21283
C -0.19061 -0.21492 3.58909
C -0.94717 -0.90390 2.46146
C -0.94416 -0.38203 4.91343
C -1.00348 2.16020 3.21020
C -0.79823 3.48481 2.82554
C 0.48647 3.94197 2.52600
C 1.57028 3.07087 2.59381
C 3.01107 3.59566 2.55529
C 3.55019 3.90521 3.95336
C 3.16512 4.82016 1.65481
C 3.09128 0.28105 3.73967
C 4.09773 -0.54684 3.39118
H 5.71327 -3.47620 3.78094
H 4.99775 -4.96676 3.13073
H 6.68401 -4.55587 2.76317
H 4.20789 -3.01292 1.81657
H 4.94376 -3.78570 -0.45815
H 6.23524 -4.73900 0.29220
H 4.53715 -5.15339 0.60074
H 7.84555 -3.40267 1.00747
H 9.36392 -1.47213 0.64767
H 8.61810 0.79714 1.23242
H 5.09067 1.72258 1.93475
H 6.52078 2.43556 -0.07890
H 6.28499 3.68960 1.15752
H 7.82267 2.81450 1.07035
H 6.29397 1.26294 4.08698
H 7.78815 1.91185 3.38023
H 6.39908 2.98214 3.65543
H 0.78634 -0.69523 3.70010
H -0.41823 -0.78062 1.50996
H -1.06582 -1.98016 2.64274
H -1.95002 -0.46508 2.34788
H -0.43255 0.14487 5.72583
H -1.96912 0.00344 4.84831
H -1.00116 -1.44425 5.18566
H -2.00174 1.81107 3.49502
H -1.64273 4.16748 2.75060
H 0.64224 4.99164 2.25758
H 3.62422 2.78543 2.14057
H 3.52757 3.02956 4.61438
H 4.58621 4.26858 3.90038
H 2.94432 4.69263 4.42318
H 2.72157 4.63855 0.66941
H 2.67779 5.69434 2.10437
H 4.22920 5.05386 1.52044
H 2.80292 0.60748 4.73418
H 4.78295 -1.05255 4.04959
*
```